{"formula": "C18H34Cl10NO4PS", "method": "wB97M-V/def2-TZVPD", "homo_energy_ha": -0.3146, "smiles": "C#C[C@H]1OS(=O)(=O)O[C@@]1(NCC)P(C)C.ClCCCl.ClCCCl.ClCCCl.ClCCCl.ClCCCl", "charge": 0, "energy_ev": -174242.267, "mol_weight_g_mol": 746.0, "elements": ["Cl", "Cl", "Cl", "Cl", "Cl", "Cl", "Cl", "Cl", "Cl", "Cl", "S", "P", "O", "O", "O", "O", "N", "C", "C", "C", "C", "C", "C", "C", "C", "C", "C", "C", "C", "C", "C", "C", "C", "C", "C", "H", "H", "H", "H", "H", "H", "H", "H", "H", "H", "H", "H", "H", "H", "H", "H", "H", "H", "H", "H", "H", "H", "H", "H", "H", "H", "H", "H", "H", "H", "H", "H", "H", "H"], "coordinates": [[0.8490, -3.0483, 1.2692], [6.4772, 2.4722, 3.2121], [-3.5277, 7.8592, -0.1528], [8.8965, 4.8339, 3.6699], [1.1122, 1.0864, -0.0577], [-4.1796, 7.7907, -3.5035], [3.5949, 3.1529, 1.0297], [2.3377, -8.1092, -0.8222], [4.6083, -6.9814, -3.1000], [3.4938, -4.8985, 0.1755], [-3.1715, 2.3500, -0.2064], [-3.7125, -1.5368, 1.3283], [-2.8636, 1.1206, 0.8229], [-1.9958, 2.8560, -0.9019], [-3.8603, 3.4993, 0.3237], [-3.9100, 1.4802, -1.4066], [-2.3208, -0.5494, -0.9067], [-4.9928, -0.9898, 2.5673], [-5.6423, 1.0022, 0.0899], [-4.4953, 0.3459, -0.6834], [-6.3191, 1.5766, 0.9102], [3.5528, -3.2851, 0.9286], [-4.1384, 6.4767, -1.1004], [-3.2298, -0.1372, 0.1598], [-4.4488, -2.8793, 0.2571], [-0.2793, -1.6559, -1.6517], [6.6814, 3.9900, 2.3000], [-1.3343, -1.5760, -0.4838], [8.1355, 4.3608, 2.1290], [1.0893, 2.8694, -0.0366], [2.4534, 3.4568, -0.3071], [4.6681, -8.5148, -2.1954], [3.2921, -9.0922, -1.9606], [2.4829, -3.1071, 1.9795], [-3.5700, 6.4489, -2.4984], [-6.8461, 2.0861, 1.7173], [-5.4380, -3.2412, 0.6141], [-1.7486, -2.5998, -0.3878], [5.1903, -8.3327, -1.2573], [8.7110, 3.5378, 1.7083], [-4.9602, -0.4477, -1.2925], [-3.8458, 5.5735, -0.5664], [-6.0101, -1.2588, 2.1823], [-3.8622, 5.5236, -2.9951], [-1.7594, 0.2420, -1.2287], [4.5377, -3.1837, 1.3849], [-3.7373, -3.7322, 0.2629], [2.5030, -3.9119, 2.7126], [-5.0148, 0.1045, 2.7374], [3.3790, -10.0872, -1.5237], [6.1269, 4.7712, 2.8177], [6.2231, 3.8365, 1.3241], [2.7290, -9.1748, -2.8889], [-4.5964, -2.5794, -0.8093], [0.6984, 3.1892, 0.9278], [2.8894, 3.0537, -1.2199], [-0.7583, -1.2504, 0.4093], [3.4650, -2.5408, 0.1383], [2.3731, 4.5385, -0.4158], [0.3886, 3.1850, -0.8090], [8.2207, 5.2163, 1.4588], [-5.2259, 6.5303, -1.1109], [-0.7684, -1.9009, -2.6244], [2.6338, -2.1631, 2.5037], [0.3996, -2.5122, -1.4383], [5.2625, -9.2098, -2.7888], [-2.4827, 6.5025, -2.4887], [0.3395, -0.7397, -1.7071], [-4.8754, -1.5682, 3.5108]], "nbo_charge": [-0.06, -0.06, -0.07, -0.06, -0.07, -0.07, -0.07, -0.05, -0.06, -0.05, 2.47, 0.75, -0.68, -0.94, -0.87, -0.64, -0.67, -0.93, -0.10, -0.02, -0.17, -0.39, -0.40, 0.17, -0.93, -0.63, -0.39, -0.24, -0.39, -0.39, -0.39, -0.39, -0.39, -0.38, -0.38, 0.25, 0.25, 0.20, 0.22, 0.22, 0.25, 0.25, 0.23, 0.22, 0.40, 0.22, 0.25, 0.22, 0.26, 0.22, 0.22, 0.23, 0.22, 0.24, 0.23, 0.22, 0.21, 0.22, 0.23, 0.25, 0.22, 0.22, 0.21, 0.23, 0.23, 0.22, 0.22, 0.22, 0.25]}

***

{"formula": "C63H168O21", "method": "wB97M-V/def2-TZVPD", "homo_energy_ha": -0.3334, "charge": 0, "de_lowest_kcal_mol": 63.6, "energy_ev": -111051.285, "mol_weight_g_mol": 1262.0, "elements": ["O", "O", "O", "O", "O", "O", "O", "O", "O", "O", "O", "O", "O", "O", "O", "O", "O", "O", "O", "O", "O", "C", "C", "C", "C", "C", "C", "C", "C", "C", "C", "C", "C", "C", "C", "C", "C", "C", "C", "C", "C", "C", "C", "C", "C", "C", "C", "C", "C", "C", "C", "C", "C", "C", "C", "C", "C", "C", "C", "C", "C", "C", "C", "C", "C", "C", "C", "C", "C", "C", "C", "C", "C", "C", "C", "C", "C", "C", "C", "C", "C", "C", "C", "C", "H", "H", "H", "H", "H", "H", "H", "H", "H", "H", "H", "H", "H", "H", "H", "H", "H", "H", "H", "H", "H", "H", "H", "H", "H", "H", "H", "H", "H", "H", "H", "H", "H", "H", "H", "H", "H", "H", "H", "H", "H", "H", "H", "H", "H", "H", "H", "H", "H", "H", "H", "H", "H", "H", "H", "H", "H", "H", "H", "H", "H", "H", "H", "H", "H", "H", "H", "H", "H", "H", "H", "H", "H", "H", "H", "H", "H", "H", "H", "H", "H", "H", "H", "H", "H", "H", "H", "H", "H", "H", "H", "H", "H", "H", "H", "H", "H", "H", "H", "H", "H", "H", "H", "H", "H", "H", "H", "H", "H", "H", "H", "H", "H", "H", "H", "H", "H", "H", "H", "H", "H", "H", "H", "H", "H", "H", "H", "H", "H", "H", "H", "H", "H", "H", "H", "H", "H", "H", "H", "H", "H", "H", "H", "H", "H", "H", "H", "H", "H", "H", "H", "H", "H", "H", "H", "H", "H", "H", "H", "H", "H", "H", "H", "H", "H", "H", "H", "H"], "coordinates": [[5.1253, -0.7986, 3.6331], [-0.0340, 6.4847, -7.9423], [1.6719, 5.2714, -2.2203], [2.8834, -5.1373, -1.0735], [-4.6060, -2.0626, -4.1547], [-0.2112, -2.7822, -3.5521], [2.2432, -3.4485, -3.0619], [1.7408, -3.9915, 1.1667], [-0.9510, 2.0883, 0.0588], [-3.3571, 3.1454, -0.3486], [-5.2707, 3.6286, 1.8123], [0.6894, -5.3678, 3.5678], [-5.0948, -3.4841, 2.1257], [-2.4958, -3.4612, -2.4051], [1.4188, 3.2836, -0.1260], [7.1073, -1.3568, 1.5383], [6.1184, 1.7095, 3.3461], [-7.2246, -1.7680, 1.6819], [0.4876, 1.5978, 4.6182], [6.4613, 0.4326, -2.4321], [-4.0365, 5.9390, 2.9906], [-0.8648, -1.5999, -4.0766], [3.0508, -1.1875, 4.8606], [3.1830, -7.4049, -0.6510], [-5.1076, -0.7411, -3.8277], [-8.1502, -1.4523, -0.5709], [0.3268, -2.3886, 2.0959], [-3.8665, 5.0648, -1.7729], [-4.0286, -3.6169, 3.0192], [-3.6702, 3.5816, -1.6844], [6.6289, 3.9398, 4.1557], [2.7539, -6.6775, 3.6189], [0.7014, -7.2559, 4.8084], [0.8381, -2.9974, 0.7802], [3.6699, -0.9019, 3.5228], [-7.8657, -3.7080, 0.3293], [3.4402, -3.1113, -5.1982], [-2.5312, 3.2814, -2.6700], [-4.6021, -3.7209, 4.4700], [1.7566, 6.4151, -1.4248], [2.5150, -6.4320, -1.5412], [3.1975, -2.6450, -3.7177], [-7.2941, -2.3271, 0.3569], [1.6718, 5.3019, -9.2243], [4.4766, -2.7566, -2.8630], [5.6922, 2.7821, 4.2121], [3.1175, 3.7823, 1.3924], [2.3550, 6.8354, -7.4286], [-3.3109, -4.4853, -1.8585], [5.2665, -2.9858, 0.8297], [0.0476, -0.4744, -3.9510], [-1.3363, -1.9792, -5.5014], [-1.8976, 1.6350, 3.9740], [-0.8963, 0.8260, -0.5840], [1.2759, -6.6807, 3.5656], [0.4250, 7.1446, -1.2692], [7.7128, -3.0763, -0.0219], [-0.2503, -3.5445, -0.0957], [-3.1340, -2.4106, 2.8360], [-0.6149, 0.8237, 4.0913], [0.7011, 3.9414, 2.1815], [-5.9307, 3.0101, 4.1422], [0.9949, -6.6214, -1.5702], [-5.0449, 2.7329, 2.8927], [2.9761, 0.2797, 2.9217], [-4.8403, 0.1827, -5.0263], [-5.3563, 1.3208, 2.2973], [1.2846, 6.5862, -8.4989], [2.7449, 7.2818, -2.1014], [5.7301, 2.1554, 5.6442], [-0.8537, -0.3765, 4.9947], [-3.9628, -5.2668, -2.9925], [-4.2865, -3.8625, -0.8901], [6.5514, -2.1994, 0.4703], [4.5916, 1.7049, -2.4513], [1.7340, 3.1608, 1.2466], [-1.8735, 5.3221, 3.9087], [-2.0426, 6.8439, 1.9021], [0.4430, 0.2355, -0.2597], [5.9231, 1.6146, -1.7871], [-2.6569, 5.6725, 2.6688], [5.7244, 1.4850, -0.3206], [-2.0914, -0.0480, -0.2468], [-4.3769, -0.2684, -2.5641], [-0.8310, -3.3319, -3.0826], [3.8457, 0.9575, -2.1715], [-3.8559, -4.1719, 5.0987], [-0.3135, 3.5810, 2.0085], [-0.8955, -4.1880, 0.5048], [0.7183, 4.9977, 2.0106], [-5.5030, -4.2890, 4.4245], [-4.5790, 3.0382, -2.0516], [0.0827, 7.4808, -2.2570], [7.2640, 0.1761, -1.9513], [6.4714, 4.6204, 4.9478], [-0.3669, 6.4969, -0.9123], [6.4116, 4.5536, 3.2716], [-7.6622, -0.5260, -0.8642], [2.6731, -4.4750, -1.7522], [3.0262, 4.7803, 0.9711], [-4.8286, 0.5768, -2.0631], [-2.5960, 1.2238, 3.2004], [-4.1558, 3.2925, 0.2074], [-1.7547, -0.9171, 4.6330], [-3.6912, 0.2883, -5.1982], [3.0287, -7.6810, 3.9926], [4.3706, -2.3533, 1.0482], [4.9660, -3.6225, -0.0340], [1.8081, 2.1299, 1.5361], [2.1648, 7.7466, -6.9243], [2.8980, -6.5729, -2.5790], [-4.8874, -3.2190, -1.5263], [1.4156, -2.2224, 0.2047], [6.7149, 1.8537, 5.9048], [-5.1261, -0.2773, -5.9413], [-0.4254, 0.4487, -4.1752], [-0.0205, -1.0531, 4.9689], [1.3374, 4.4935, -1.7410], [-0.3508, -7.0492, 5.0081], [-5.1422, 4.5364, 2.1928], [0.6554, -6.4126, -0.5301], [-2.4002, 2.2078, -2.6819], [-3.5286, -4.5758, 2.8725], [3.4524, 3.8985, 2.4314], [-2.3838, 1.6017, 4.9304], [1.3768, -3.0757, -3.2700], [-9.1387, -1.2014, -0.1014], [3.3402, 1.2571, 3.1994], [2.1618, -4.4313, 0.4232], [4.2704, -2.4322, -1.7945], [1.9207, 0.2166, 3.1322], [1.7103, 4.5805, -8.4416], [2.3068, 6.0036, -6.6885], [7.2644, -3.7225, -0.8086], [-1.7881, -1.1176, -5.9998], [-1.8648, 2.4167, -0.0228], [-6.2275, -0.7578, -3.6381], [1.0151, -4.9022, 2.7859], [-6.3807, 1.2623, 1.9806], [-4.0200, 2.7264, 3.1917], [5.3769, -3.6454, 1.7316], [-4.9720, -4.5712, -0.4013], [2.6740, 5.3266, -9.6347], [-2.1408, -2.7080, -5.5216], [4.2150, -7.1119, -0.5002], [-5.6327, -2.7239, 2.4424], [-3.0842, -3.1310, -3.1242], [-0.8723, -2.7190, -0.4027], [1.0287, 3.7597, 3.2032], [-3.0255, 0.4886, -0.3535], [3.7781, 6.8886, -2.1611], [-4.8473, -2.2554, -5.0767], [5.4291, 2.9086, 6.3944], [3.5303, -2.0614, 5.2385], [2.6887, -7.3796, 0.3192], [-3.3398, 0.0003, -2.8876], [-1.6093, 3.8276, -2.4153], [3.0786, -5.8854, 4.2818], [3.1158, -0.3619, 5.5672], [0.4035, -5.9612, -2.2077], [2.4671, -3.1638, -5.7357], [-1.5849, 6.2848, 4.4268], [0.9344, -0.5614, -4.5980], [0.5658, -0.7788, -0.7012], [-4.6771, 5.4621, -1.1400], [-3.6539, -1.4407, 3.1127], [0.5779, 2.7474, -0.3182], [0.7777, -7.6402, -1.7929], [3.8850, 3.2710, 0.8034], [-4.3046, -6.2581, -2.7001], [-0.4869, -2.4307, -5.9851], [1.1473, 0.8312, -0.8067], [5.1611, -2.0494, -3.3490], [-8.9131, -3.6090, 0.6275], [-0.9551, -0.0598, 6.0783], [-2.4163, 4.5473, 4.4808], [-0.0318, 5.9217, -7.1317], [4.7693, 1.6351, -3.5650], [-2.9406, 5.5437, -1.4086], [-0.2706, -1.5036, 1.9640], [0.7114, -8.3702, 4.8124], [6.3168, 1.9927, 2.4533], [-2.0503, -1.0012, -0.8027], [3.5054, -1.7945, 2.8580], [1.1781, -2.2734, 2.7397], [0.9231, -7.3471, 2.7595], [3.8386, -4.1023, -5.1867], [8.5078, -2.5183, -0.4617], [-4.2841, -1.0654, -1.8613], [0.4914, 8.0148, -0.6408], [-4.0279, 6.6502, 3.6844], [1.2219, -6.8893, 5.6765], [8.0198, -3.7577, 0.8149], [-0.9979, 6.5930, 1.5837], [5.2252, 0.4979, -0.1079], [5.0570, 1.3297, 5.8432], [3.3258, 6.8899, -7.9416], [0.3573, -0.4825, -2.8736], [-5.5582, 2.4493, 4.9733], [-7.9609, -2.1741, 2.1762], [0.9516, 4.9324, -9.9008], [-6.2677, -2.3888, -0.0266], [0.4293, 1.5887, 5.5710], [0.1773, -4.1935, -0.8266], [-2.8136, 3.5956, -3.7157], [4.0520, -2.3306, -5.6647], [-8.1342, -2.0474, -1.5186], [4.8125, -3.8005, -2.9645], [3.1562, 0.1546, 1.8477], [-2.2715, -2.5288, 3.5074], [5.1292, 2.3509, 0.0397], [-2.7249, 4.7449, 2.0161], [2.0141, -1.4051, 4.6478], [-6.9835, 2.7329, 3.9300], [-3.1760, -5.3882, -3.7498], [-2.1910, 7.7923, 2.3520], [-0.2812, -3.2287, 2.4495], [2.8391, -1.6047, -3.7128], [3.2507, -6.5854, 2.6468], [-7.3484, -4.4146, 0.9622], [-5.8933, 4.0471, 4.2647], [-5.3211, 1.1026, -4.9143], [-5.1982, 0.4274, 2.9398], [0.8864, 0.1289, 0.7303], [-7.7906, -4.1196, -0.6764], [2.0609, 6.1258, -0.4316], [6.4449, 2.5722, -2.0226], [2.4365, 7.5366, -3.1008], [-1.9602, -0.2435, 0.8435], [-4.1151, 5.3953, -2.7781], [-0.3262, 0.4771, 3.1288], [5.4046, 0.1322, 3.5896], [-2.6219, -5.1890, -1.3271], [-4.8109, -4.6814, -3.3551], [-4.6613, 1.1197, 1.3945], [2.8488, 8.1783, -1.4576], [7.6937, 3.5681, 4.1535], [-0.8898, 0.9661, -1.7375], [-3.7746, -3.3082, -0.0459], [1.1861, 7.4194, -9.1653], [-4.9142, -2.7203, 4.8528], [-2.6157, 6.8669, 0.9597], [6.1466, -1.5243, -0.2842], [-0.8854, 4.8982, 3.5584], [4.6542, 3.0559, 3.9058], [4.1207, 2.6870, -2.3636], [-1.6615, 2.6410, 3.6655], [6.3739, -1.2951, 2.2509], [3.2557, -8.4022, -1.0763], [6.6863, 1.2895, 0.1712], [-1.6742, -1.4732, -3.3232], [-2.7341, -2.2575, 1.8579]], "lowdin_charge": [-0.07, -0.07, -0.05, -0.09, -0.08, -0.09, -0.09, -0.06, -0.07, -0.08, -0.08, -0.06, -0.09, -0.10, -0.10, -0.11, -0.07, -0.07, -0.05, -0.06, -0.09, -0.45, -0.04, -0.06, -0.43, -0.05, -0.02, -0.07, -0.47, -0.46, -0.06, -0.06, -0.09, -0.48, -0.45, -0.07, -0.03, -0.05, -0.04, -0.54, -0.48, -0.47, -0.50, -0.06, -0.04, -0.45, -0.03, -0.06, -0.48, -0.06, -0.05, -0.02, -0.04, -0.46, -0.52, -0.05, -0.05, -0.03, -0.06, -0.46, -0.03, -0.02, -0.04, -0.46, -0.05, -0.04, -0.05, -0.49, -0.07, -0.03, -0.04, -0.04, -0.05, -0.47, -0.08, -0.43, -0.06, -0.04, -0.05, -0.50, -0.49, -0.07, -0.03, -0.05, 0.05, 0.08, 0.07, 0.05, 0.09, 0.06, 0.06, 0.14, 0.09, 0.09, 0.06, 0.05, 0.08, 0.06, 0.04, 0.07, 0.08, 0.08, 0.08, 0.07, 0.11, 0.09, 0.06, 0.06, 0.09, 0.06, 0.15, 0.06, 0.13, 0.07, 0.06, 0.07, 0.05, 0.06, 0.08, 0.08, 0.09, 0.04, 0.14, 0.07, 0.08, 0.03, 0.10, 0.07, 0.05, 0.09, 0.05, 0.06, 0.09, 0.08, 0.07, 0.05, 0.15, 0.04, 0.06, 0.08, 0.10, 0.09, 0.08, 0.06, 0.09, 0.08, 0.07, 0.06, 0.07, 0.05, 0.09, 0.10, 0.09, 0.08, 0.07, 0.08, 0.09, 0.09, 0.08, 0.07, 0.08, 0.11, 0.10, 0.07, 0.09, 0.09, 0.07, 0.07, 0.05, 0.08, 0.08, 0.07, 0.08, 0.09, 0.11, 0.08, 0.10, 0.10, 0.08, 0.05, 0.09, 0.08, 0.07, 0.12, 0.06, 0.14, 0.06, 0.06, 0.05, 0.07, 0.12, 0.08, 0.10, 0.08, 0.10, 0.06, 0.09, 0.09, 0.07, 0.10, 0.06, 0.11, 0.08, 0.05, 0.11, 0.08, 0.09, 0.09, 0.09, 0.06, 0.06, 0.14, 0.05, 0.09, 0.09, 0.07, 0.07, 0.12, 0.07, 0.07, 0.04, 0.06, 0.07, 0.07, 0.09, 0.11, 0.15, 0.08, 0.08, 0.08, 0.10, 0.03, 0.15, 0.07, 0.09, 0.09, 0.12, 0.13, 0.09, 0.13, 0.09, 0.08, 0.09, 0.05, 0.11, 0.08, 0.04, 0.08, 0.09, 0.08, 0.12, 0.04]}

***

{"formula": "C5H8N2", "method": "wB97M-V/def2-TZVPD", "homo_energy_ha": [-0.7492, -0.7397], "charge": 2, "de_lowest_kcal_mol": 120.1, "energy_ev": -8268.861, "mol_weight_g_mol": 96.1, "elements": ["N", "N", "C", "C", "C", "C", "C", "H", "H", "H", "H", "H", "H", "H", "H"], "coordinates": [[0.1599, 1.5258, 0.4011], [1.7962, 0.2280, -1.5490], [0.6542, -1.2187, -0.1308], [-0.5808, -0.7395, 0.3241], [-0.8318, 0.6516, -0.2096], [1.2974, -0.9044, -1.3461], [1.3454, 1.5091, 0.2918], [-1.8247, 1.0428, -0.0113], [1.4997, -1.6869, -2.0724], [-0.7768, -0.8807, 1.4539], [2.1524, 1.9987, 0.8054], [-0.7119, 0.6306, -1.3936], [-1.2988, -1.3877, -0.2006], [1.0933, -1.9712, 0.5111], [-0.2857, 2.3840, 0.9064]], "nbo_charge": [-0.49, -0.03, 0.35, -0.59, -0.25, -0.13, 0.43, 0.30, 0.32, 0.33, 0.29, 0.29, 0.40, 0.29, 0.50]}

***

{"formula": "C3H10NO", "method": "wB97M-V/def2-TZVPD", "homo_energy_ha": -0.5403, "charge": 1, "de_lowest_kcal_mol": 15.1, "energy_ev": -6803.657, "mol_weight_g_mol": 76.1, "elements": ["O", "N", "C", "C", "C", "H", "H", "H", "H", "H", "H", "H", "H", "H", "H"], "coordinates": [[1.5333, -0.8470, -2.6188], [0.2853, -0.4870, -0.1978], [-0.3471, 0.2120, 0.9619], [-1.6604, 0.8663, 0.6729], [0.3897, 0.3325, 2.0450], [1.1001, -0.0170, -0.5991], [2.0291, -1.5250, -3.0917], [-1.6741, 1.8578, 1.1273], [0.6677, -1.4120, 0.0124], [-0.3841, -0.6164, -0.9575], [0.9834, -0.4756, -3.3306], [-2.4183, 0.3195, 1.2307], [-1.9235, 1.0152, -0.3668], [0.0577, 0.8956, 2.9047], [1.3612, -0.1189, 2.2073]], "nbo_charge": [-0.98, -0.69, 0.13, -0.69, -0.35, 0.47, 0.50, 0.26, 0.45, 0.45, 0.49, 0.26, 0.23, 0.24, 0.22]}